1.
{"formula": "C2H7IN3", "method": "ωB97M-V/def2-TZVPD", "symbols": ["C", "C", "N", "N", "N", "I", "H", "H", "H", "H", "H", "H", "H"], "xyz": [[-0.45142, 0.04478, 0.00023], [-1.93400, 0.18321, -0.20424], [0.20704, 0.67006, 0.92508], [0.20078, -0.70120, -0.92597], [1.39795, 0.47603, 1.29145], [3.27968, 0.66192, -0.93807], [-2.10523, 0.35068, -1.34319], [-2.48083, 0.84077, 0.43467], [-2.28837, -0.97905, -0.05646], [-0.42456, -1.23002, -1.56291], [1.07170, -1.08931, -0.90898], [1.75176, 1.22748, 1.87062], [1.77550, -0.45535, 1.41776]], "forces_ev_per_angstrom": [[0.7, -1.3, -1.7], [0.0, -3.7, -2.0], [-2.3, 1.7, 0.7], [-4.6, 0.2, -0.2], [2.1, -0.2, -1.3], [-0.8, 0.0, 1.1], [0.1, 0.1, 2.1], [0.0, 0.4, 0.3], [0.4, 2.9, -0.1], [0.6, 0.8, 0.3], [3.0, -0.7, 0.6], [0.5, -0.1, 0.1], [0.2, -0.3, 0.1]], "gap_ha": [0.2186, 0.2183], "homo_ha": [-0.498, -0.498], "fmax_ev_per_a": 4.56, "lumo_ev": [-7.614, -7.617], "total_charge": 1, "e_above_lowest_ev": 2.797}

---

2.
{"formula": "C2H7IN4", "method": "ωB97M-V/def2-TZVPD", "symbols": ["N", "C", "N", "C", "N", "N", "I", "H", "H", "H", "H", "H", "H", "H"], "xyz": [[1.28943, 2.23002, -0.04593], [1.03663, 1.01460, 0.04481], [-0.10267, 0.38020, -0.18195], [-0.48915, -0.95767, -0.00203], [0.39742, -1.92512, -0.26202], [-1.78573, -1.18678, 0.25595], [-3.35671, 0.21545, -0.08393], [2.24938, 2.58927, 0.15864], [0.56830, 2.89720, -0.19273], [1.77852, 0.30510, 0.49428], [-0.99858, 0.89889, -0.24968], [0.38681, -2.83283, -0.01774], [1.28546, -1.63662, -0.50544], [-2.25911, -1.99173, 0.58776]], "forces_ev_per_angstrom": [[1.8, 2.5, 0.3], [1.3, -5.0, 1.7], [-3.1, 0.3, -0.3], [-0.7, -2.0, -0.1], [-1.4, 4.5, 0.2], [0.6, 3.0, -0.6], [0.7, -0.5, 0.3], [-1.1, -0.3, -0.1], [-0.6, 1.0, -0.5], [0.0, 1.0, -0.9], [0.7, 0.5, -0.3], [-1.0, -4.0, 1.1], [2.2, 0.7, -0.7], [0.6, -1.5, 0.0]], "gap_ha": 0.3130, "homo_ha": -0.658, "fmax_ev_per_a": 5.41, "lumo_ev": -9.390, "total_charge": 2, "e_above_lowest_ev": 0.000, "smiles": "N/C=[NH+]/C(=[NH2+])NI"}

---

3.
{"formula": "C2H7IN4", "method": "ωB97M-V/def2-TZVPD", "symbols": ["C", "C", "N", "N", "N", "N", "I", "H", "H", "H", "H", "H", "H", "H"], "xyz": [[1.33607, -0.93339, -0.02051], [-1.72240, 1.23001, -0.34939], [1.55699, -1.97153, 0.82010], [-1.77495, 1.93825, 0.58890], [-1.83113, 0.31076, -1.20985], [0.84477, 0.27758, 0.32326], [1.44784, 2.11614, -0.47234], [1.47582, -1.13646, -1.02155], [1.77399, -2.81958, 0.13533], [1.72311, -2.06805, 1.81815], [-2.12397, 2.68982, 1.25036], [-2.52380, -0.38910, -1.19908], [-1.15251, 0.36607, -2.06705], [0.97018, 0.38948, 1.40367]], "forces_ev_per_angstrom": [[-0.4, 0.1, 4.0], [-1.7, 2.2, 3.7], [0.4, -0.8, -5.2], [-0.3, -0.6, -1.0], [3.6, 0.8, -3.5], [1.8, -0.5, 3.4], [0.3, -0.5, -0.4], [0.3, -0.4, -2.2], [-0.4, 1.7, 2.9], [-0.3, 0.4, -0.1], [0.7, -1.1, -1.4], [-1.2, -0.9, 0.2], [-1.9, -0.2, 1.9], [-0.8, -0.1, -2.3]], "gap_ha": 0.3237, "homo_ha": -0.655, "fmax_ev_per_a": 5.28, "lumo_ev": -9.020, "total_charge": 2, "e_above_lowest_ev": 1.400}

---

4.
{"formula": "C2H7IP2", "method": "ωB97M-V/def2-TZVPD", "symbols": ["C", "C", "P", "P", "I", "H", "H", "H", "H", "H", "H", "H"], "xyz": [[-1.51363, -0.24138, 0.91700], [0.39708, -0.39608, 0.50754], [0.89988, -1.42762, -0.91443], [1.03565, 1.38518, 0.34705], [-0.37480, 2.49153, -1.27681], [-1.83868, 0.25667, -0.03443], [-1.54693, 0.55071, 1.57478], [-1.97455, -1.26945, 1.05971], [0.60903, -0.83373, 1.42972], [0.25549, -0.53902, -1.80630], [2.23780, -0.87513, -1.17557], [1.81367, 0.89831, -0.62827]], "forces_ev_per_angstrom": [[2.8, -1.9, -4.7], [-3.8, 1.8, -0.1], [-0.2, -0.3, -0.4], [-0.8, -0.6, 1.8], [-0.4, 0.1, -0.2], [-0.1, -1.0, 0.7], [-0.1, 0.9, 2.3], [0.7, 1.7, 0.2], [1.0, -0.4, 1.6], [0.2, -0.2, -0.4], [-0.9, -0.3, 0.3], [1.5, 0.2, -1.1]], "gap_ha": 0.3190, "homo_ha": -0.318, "fmax_ev_per_a": 5.78, "lumo_ev": 0.019, "total_charge": 0, "e_above_lowest_ev": 1.981}

---

5.
{"formula": "C2H7N", "method": "ωB97M-V/def2-TZVPD", "symbols": ["C", "N", "H", "H", "H", "C", "H", "H", "H", "H"], "xyz": [[-1.01346, 1.09358, -1.53528], [-0.95832, -0.16057, -1.41023], [-0.12112, 1.71257, -1.57472], [-1.92589, 1.70003, -1.45290], [-1.84458, -0.58592, -1.68623], [1.16256, -0.75483, 1.54773], [0.59933, -1.46390, 0.94657], [2.15115, -1.16315, 1.75682], [0.67751, -0.50764, 2.48444], [1.27282, 0.12983, 0.92380]], "forces_ev_per_angstrom": [[-0.3, 0.6, 0.9], [0.4, -0.1, -1.6], [0.4, -0.2, 0.4], [-0.2, -0.3, -0.8], [-0.3, 0.0, 1.1], [0.3, 0.0, -0.4], [-0.1, -0.1, 0.2], [0.0, 0.0, 0.0], [-0.2, 0.0, 0.0], [0.0, 0.1, 0.2]], "gap_ha": 0.4105, "homo_ha": -0.368, "fmax_ev_per_a": 1.64, "lumo_ev": 1.170, "total_charge": 0, "e_above_lowest_ev": 1.077, "smiles": "C=N.C"}

---

6.
{"formula": "C2H7N", "method": "ωB97M-V/def2-TZVPD", "symbols": ["C", "N", "C", "H", "H", "H", "H", "H", "H", "H"], "xyz": [[1.21427, -0.10286, 0.04325], [0.02037, 0.66022, 0.25899], [-1.23155, -0.09473, 0.06912], [1.13505, -1.01903, -0.69200], [1.56921, -0.45673, 1.14463], [2.08354, 0.58551, -0.33114], [-0.09800, 1.32213, -0.56662], [-2.07167, 0.57374, 0.03687], [-1.36036, -0.80187, 0.92207], [-1.26086, -0.66638, -0.88518]], "forces_ev_per_angstrom": [[2.7, -1.1, 1.2], [-1.7, 1.6, -2.8], [0.6, -1.4, 0.7], [0.0, 1.6, 1.4], [-0.6, 0.3, -2.7], [-1.7, -1.2, 0.6], [0.8, -0.6, 1.6], [-0.3, 0.4, 0.2], [-0.1, 0.4, -0.7], [0.2, 0.1, 0.4]], "gap_ha": 0.3786, "homo_ha": -0.335, "fmax_ev_per_a": 3.67, "lumo_ev": 1.179, "total_charge": 0, "e_above_lowest_ev": 0.958, "smiles": "CNC"}

---

7.
{"formula": "C2H7N2", "method": "ωB97M-V/def2-TZVPD", "symbols": ["C", "N", "C", "N", "H", "H", "H", "H", "H", "H", "H"], "xyz": [[-0.46703, 0.37403, 1.61301], [-0.68039, 0.11033, 0.24089], [0.37367, -0.17095, -0.56780], [0.13989, -0.25660, -1.95311], [-0.81524, -0.06250, -2.23365], [-1.38926, 0.69286, 2.07442], [-0.08260, -0.53126, 2.12207], [0.91517, -1.04731, -0.17447], [1.05722, 0.69975, -0.39718], [0.29996, 1.14310, 1.75378], [0.64861, -0.95143, -2.47796]], "forces_ev_per_angstrom": [[0.0, 0.1, 0.1], [0.2, 0.0, 0.0], [-0.8, -0.2, -1.1], [-0.2, 0.1, 0.7], [0.2, -0.1, -0.2], [-0.2, 0.0, 0.1], [0.0, 0.1, -0.2], [0.4, 0.0, 0.2], [0.3, 0.0, 0.3], [0.1, 0.0, 0.1], [-0.1, 0.0, 0.0]], "gap_ha": 0.2521, "homo_ha": -0.561, "fmax_ev_per_a": 1.33, "lumo_ev": -8.396, "total_charge": 1, "e_above_lowest_ev": 4.679}

---

8.
{"formula": "C2H7N2O", "method": "ωB97M-V/def2-TZVPD", "symbols": ["C", "O", "H", "H", "H", "N", "C", "N", "H", "H", "H", "H"], "xyz": [[0.00146, -2.08657, -0.55930], [1.29340, -1.78481, -0.68942], [-0.73619, -1.34881, -1.01622], [-0.36519, -1.98908, 0.51578], [-0.38512, -3.11151, -0.80912], [-1.49240, 0.97070, 0.48811], [-0.15473, 1.18682, 0.29597], [0.61724, 2.13415, 0.64028], [-1.85180, 0.25375, -0.12107], [-2.09160, 1.78433, 0.44400], [0.24806, 0.48077, -0.44655], [1.58506, 1.90091, 0.50400]], "forces_ev_per_angstrom": [[-0.4, 0.6, 1.5], [-0.1, -0.2, -0.5], [0.0, -0.3, -0.6], [0.1, -0.2, 0.0], [0.3, 0.1, -0.5], [-0.8, 1.0, 0.1], [1.8, -0.9, -2.5], [-1.5, 0.9, 1.8], [0.2, -0.2, 0.0], [0.1, 0.2, 0.5], [0.1, -0.8, 0.9], [0.1, -0.2, -0.7]], "gap_ha": 0.2362, "homo_ha": -0.081, "fmax_ev_per_a": 3.23, "lumo_ev": 4.233, "total_charge": -1, "e_above_lowest_ev": 1.423}

---

9.
{"formula": "C2H7N2O", "method": "ωB97M-V/def2-TZVPD", "symbols": ["C", "C", "N", "N", "O", "H", "H", "H", "H", "H", "H", "H"], "xyz": [[-0.10111, -0.98522, 0.01277], [0.59512, 1.31395, -0.14378], [0.47181, 0.11790, -0.72328], [-0.99358, -0.46564, 1.09704], [1.18542, 2.24772, -0.78552], [-0.67384, -1.62675, -0.66665], [0.69074, -1.58786, 0.48044], [-0.65339, 0.51214, 1.32304], [0.84929, -0.12295, -1.64419], [-1.96941, -0.38637, 0.78789], [-0.95407, -1.05959, 1.93176], [1.55303, 2.04266, -1.66952]], "forces_ev_per_angstrom": [[0.4, -0.6, -0.2], [-0.9, -1.1, 1.1], [0.2, 0.4, -0.4], [-0.1, 0.3, 0.1], [0.6, 0.8, -0.7], [0.1, 0.2, 0.3], [-0.3, 0.2, 0.0], [0.2, -0.2, -0.3], [-0.1, 0.0, 0.2], [0.2, 0.0, 0.1], [-0.1, 0.1, -0.2], [-0.1, -0.1, 0.1]], "gap_ha": 0.3662, "homo_ha": -0.499, "fmax_ev_per_a": 1.83, "lumo_ev": -3.613, "total_charge": 1, "e_above_lowest_ev": 2.298}

---

10.
{"formula": "C2H7N2O2", "method": "ωB97M-V/def2-TZVPD", "symbols": ["C", "C", "N", "N", "O", "O", "H", "H", "H", "H", "H", "H", "H"], "xyz": [[0.68520, -0.04512, 0.11682], [-1.84683, 0.10432, 0.57646], [1.31590, 1.13814, 0.28701], [1.36700, -1.03450, -0.24540], [-1.89143, 1.07609, -0.31899], [-2.15822, -1.13771, 0.35984], [-1.96370, 0.59489, 1.59179], [0.87485, 2.03686, 0.44784], [2.21146, 1.29608, -0.05942], [1.07550, -1.97834, -0.45906], [2.32893, -1.00456, -0.52658], [-2.05882, 0.90942, -1.24891], [-2.23425, -1.47657, -0.50691]], "forces_ev_per_angstrom": [[-3.1, 3.7, 2.1], [0.6, 1.2, -1.6], [-1.6, -0.4, 0.0], [2.5, -3.4, -1.7], [-0.6, -0.1, 1.3], [-0.1, 1.3, 3.0], [0.6, -1.5, -0.9], [-0.6, -0.7, 0.2], [2.1, -0.1, -0.6], [-1.0, 0.3, 0.5], [0.9, 0.6, 0.1], [0.1, -0.7, -0.4], [0.0, -0.2, -2.0]], "gap_ha": 0.3307, "homo_ha": -0.485, "fmax_ev_per_a": 5.26, "lumo_ev": -4.192, "total_charge": 1, "e_above_lowest_ev": 3.093}

---

11.
{"formula": "C2H7N2O2", "method": "ωB97M-V/def2-TZVPD", "symbols": ["N", "C", "O", "C", "N", "O", "H", "H", "H", "H", "H", "H", "H"], "xyz": [[-1.75549, 1.05178, 0.14163], [-1.17616, -0.12028, -0.04138], [-1.30152, -1.31477, -0.35284], [0.61784, 0.16585, 0.37828], [1.10500, -1.10390, 0.05095], [1.20265, 1.14911, -0.43695], [-1.23042, 1.89786, 0.15287], [-2.73792, 1.10627, 0.38495], [0.68204, 0.39032, 1.36381], [1.23461, -1.70810, 0.83815], [0.21969, -1.45915, -0.57270], [1.96304, -1.13330, -0.49073], [1.17662, 1.07832, -1.41603]], "forces_ev_per_angstrom": [[-2.2, -1.9, 0.1], [5.2, -0.3, 0.8], [-1.4, 2.7, 0.3], [-3.0, 1.3, -5.1], [-0.2, -2.2, -2.0], [0.1, 0.4, 0.7], [0.6, 0.3, 0.2], [-0.1, 0.1, -0.5], [0.4, 1.0, 2.8], [-0.1, -0.7, 0.6], [1.0, -0.7, 1.3], [0.2, 0.3, -0.1], [-0.5, -0.5, 0.9]], "gap_ha": 0.4083, "homo_ha": -0.534, "fmax_ev_per_a": 6.05, "lumo_ev": -3.428, "total_charge": 1, "e_above_lowest_ev": 2.087, "smiles": "NC(=O)[C@@H]([NH3+])O"}

---

12.
{"formula": "C2H7N2O2", "method": "ωB97M-V/def2-TZVPD", "symbols": ["N", "C", "O", "C", "N", "O", "H", "H", "H", "H", "H", "H", "H"], "xyz": [[1.20874, -0.96689, -1.18072], [0.94019, 0.22950, -0.61352], [1.21842, 1.34893, -0.89466], [-0.15891, -0.09283, 0.63980], [-0.97809, 1.17284, 0.83586], [-1.05699, -1.04797, 0.37704], [0.94570, -1.84720, -0.79109], [1.93640, -1.16494, -1.93209], [0.45038, -0.30479, 1.44470], [-1.44831, 1.24877, 1.70318], [-0.40575, 2.00651, 0.65337], [-1.82864, 1.03474, 0.18938], [-0.82314, -1.61665, -0.43126]], "forces_ev_per_angstrom": [[2.2, -0.4, -2.1], [-2.6, -1.8, 1.5], [0.5, 0.6, -0.1], [1.1, 1.9, -3.2], [-0.7, -0.8, -2.1], [-0.7, -2.7, -1.7], [-0.1, -0.1, 0.7], [-1.3, 1.2, 1.3], [0.9, -0.1, 2.3], [-0.1, 0.0, 1.8], [-0.2, 0.0, -0.4], [1.8, 0.7, 0.4], [-0.7, 1.4, 1.6]], "gap_ha": 0.4130, "homo_ha": -0.544, "fmax_ev_per_a": 3.89, "lumo_ev": -3.564, "total_charge": 1, "e_above_lowest_ev": 1.330, "smiles": "NC(=O)[C@@H]([NH3+])O"}

---

13.
{"formula": "C2H7N2O2PS", "method": "ωB97M-V/def2-TZVPD", "symbols": ["O", "S", "O", "N", "C", "C", "N", "P", "H", "H", "H", "H", "H", "H", "H"], "xyz": [[2.05099, -0.74063, 1.00328], [1.38464, 0.05937, 0.02526], [2.15450, 0.69042, -0.98733], [0.46361, 1.23624, 0.80837], [-0.90441, 1.21664, 0.32167], [-0.87382, 0.52455, -1.01656], [0.17139, -0.80522, -0.71185], [-0.55484, -2.18174, 0.01068], [0.54362, 1.14093, 1.81089], [-1.26774, 2.24378, 0.21382], [-1.57306, 0.66701, 1.00170], [-1.80867, 0.10470, -1.36178], [-0.31648, 1.05786, -1.77420], [0.16582, -2.14355, 1.21894], [0.36448, -3.07034, -0.56287]], "forces_ev_per_angstrom": [[0.1, 0.0, 0.3], [0.0, -0.4, 0.2], [0.0, 0.3, -0.3], [0.4, -0.3, -0.1], [-0.5, 0.2, 0.0], [2.0, -2.8, 0.5], [-1.7, 3.7, -0.6], [0.0, -0.2, 0.0], [0.1, -0.1, 0.0], [-0.1, -0.1, 0.0], [0.1, 0.1, -0.1], [-0.1, 0.0, 0.0], [-0.2, 0.2, -0.2], [-0.2, -0.1, 0.3], [0.0, -0.4, 0.0]], "gap_ha": 0.3857, "homo_ha": -0.362, "fmax_ev_per_a": 4.09, "lumo_ev": 0.648, "total_charge": 0, "e_above_lowest_ev": 3.928, "smiles": "O=S1(=O)NCCN1P"}

---

14.
{"formula": "C2H7N2S", "method": "ωB97M-V/def2-TZVPD", "symbols": ["C", "S", "H", "H", "H", "N", "C", "N", "H", "H", "H", "H"], "xyz": [[-1.34372, 0.31246, 2.29732], [0.40794, -0.37461, 2.26923], [-1.14730, 1.21959, 2.86403], [-1.95669, -0.29720, 3.04859], [-1.94045, 0.66926, 1.35991], [0.21068, 0.35137, -1.04195], [1.02863, -0.49152, -1.76551], [1.46725, -0.40654, -2.97927], [0.06472, 1.35312, -1.34766], [0.29549, 0.35937, 0.00161], [1.51663, -1.36737, -1.29489], [1.39682, -1.32792, -3.41141]], "forces_ev_per_angstrom": [[-0.4, -0.3, 0.6], [-1.8, 0.5, -0.4], [0.0, 0.4, 0.1], [0.7, 0.6, -1.5], [1.5, -1.3, 1.4], [0.8, 1.9, 0.7], [1.4, -1.0, -0.7], [-2.6, 1.5, -0.1], [0.4, -1.9, -0.2], [0.2, -0.6, -1.4], [-1.5, 0.1, 1.1], [1.4, 0.0, 0.4]], "gap_ha": [0.3324, 0.2188], "homo_ha": [-0.309, -0.309], "fmax_ev_per_a": 3.01, "spin_multiplicity": 2, "lumo_ev": [0.624, -2.459], "total_charge": 0, "e_above_lowest_ev": 1.272}

---

15.
{"formula": "C2H7N3", "method": "ωB97M-V/def2-TZVPD", "symbols": ["H", "N", "C", "C", "N", "N", "H", "H", "H", "H", "H", "H"], "xyz": [[1.54393, -1.08401, 0.22186], [1.04917, -0.46878, 0.90602], [0.01368, 0.09221, 0.44639], [-0.68614, 1.10473, 1.39353], [-0.40442, 0.10865, -0.87237], [0.08960, -0.84379, -1.72263], [-1.93374, 1.06311, 1.16113], [-0.41533, 0.65946, 2.54367], [-0.27362, 2.31425, 1.09030], [-1.29202, 0.48808, -1.09768], [1.01883, -0.43445, -1.92875], [0.24628, -1.76075, -1.20720]], "forces_ev_per_angstrom": [[-0.5, 0.7, 0.6], [0.8, -1.5, -0.3], [-0.3, 2.4, 0.4], [-1.3, 0.7, 0.3], [-0.4, 0.0, 1.9], [1.8, -0.9, -0.5], [3.5, 0.3, 0.9], [-0.9, 1.9, -3.3], [-1.3, -3.9, 1.3], [-0.7, 0.0, -0.1], [-0.4, -1.2, -0.4], [-0.3, 1.4, -0.8]], "gap_ha": 0.3765, "homo_ha": -0.344, "fmax_ev_per_a": 4.28, "lumo_ev": 0.891, "total_charge": 0, "e_above_lowest_ev": 2.689, "smiles": "[H]/N=C(/C)NN"}

---

16.
{"formula": "C2H7N3O", "method": "ωB97M-V/def2-TZVPD", "symbols": ["C", "C", "N", "O", "N", "N", "H", "H", "H", "H", "H", "H", "H"], "xyz": [[-1.81878, 0.21881, -0.68632], [-0.34769, 0.07782, -0.37374], [0.25036, -1.15863, -0.63961], [1.63866, -0.98456, -0.17267], [0.33322, 1.03158, 0.41240], [1.34218, 0.50792, 1.40742], [-2.11955, -0.68512, -1.14759], [-2.49590, 0.27041, 0.16454], [-1.96108, 0.96544, -1.48003], [2.22279, -1.58973, -0.86905], [-0.41039, 1.55455, 0.84831], [2.19700, 0.37003, 0.87009], [1.16918, -0.57852, 1.66624]], "forces_ev_per_angstrom": [[0.8, 0.2, -0.6], [2.6, -4.6, 1.0], [-1.1, 4.9, 0.7], [2.0, -4.5, -5.3], [0.1, -2.2, -0.2], [-1.6, -0.7, 1.4], [-0.1, -1.1, -0.6], [0.3, 0.8, 0.2], [-0.2, 0.2, 0.7], [-2.6, 2.1, 2.5], [0.6, 0.5, 0.7], [-0.5, 0.8, 0.3], [-0.3, 3.5, -0.7]], "gap_ha": 0.3562, "homo_ha": -0.323, "fmax_ev_per_a": 7.22, "lumo_ev": 0.904, "total_charge": 0, "e_above_lowest_ev": 5.495, "smiles": "C/C(=N/O)NN"}